CH2BrN2O3 | ωB97M-V/def2-TZVPD

Output
Structure (SMILES): [O-][N+]#C[N@@H+](O)OBr
Charge: +1
Energy above the lowest of the compared OMol25 structures with the same formula, charge and spin: 109.6 kcal/mol
Molar mass: 169.94 g mol⁻¹
Orbital gap: 7.9 eV

Last column: natural (NBO) charge in e.
Element x y z (Å)
C 1.22230 1.07948 -0.63695  0.180
N 1.91357 1.79849 0.01703  0.280
N -0.10246 0.40027 -0.42520  0.108
O 2.86078 2.31723 0.41732  -0.137
O -1.33996 1.25642 0.07006  -0.436
O 0.05674 -0.62391 0.42447  -0.469
Br -3.30616 0.73049 0.16074  0.468
H -0.45233 -0.16623 -1.27174  0.481
H 0.44600 -0.38328 1.35183  0.526

Cartesian forces, eV/Å:
-3.2099 -0.3278 -0.1748
-0.0047 -1.0606 -0.5416
-1.2428 -0.3148 -0.2741
0.2722 0.9169 0.5809
0.6194 0.2602 -0.3770
0.8407 -1.2716 2.7900
2.8532 -0.0307 -0.4727
0.7795 1.6749 0.7316
-0.9076 0.1535 -2.2621

***

CH2BrN3 | ωB97M-V/def2-TZVPD

Output
Charge: 0
Energy above the lowest of the compared OMol25 structures with the same formula, charge and spin: 92.1 kcal/mol
Molar mass: 135.95 g mol⁻¹
Orbital gap (alpha / beta): 7.9 / 8.3 eV

Last column: natural (NBO) charge in e.
Element x y z (Å)
C 1.13970 0.95824 0.08028  0.298
N 0.12676 -1.91765 -0.58744  0.083
N 1.44130 2.10112 0.08997  -0.767
N -0.90495 -1.82596 -0.07010  -0.198
Br -2.00455 0.19156 0.16252  -0.305
H 1.67061 3.10924 -0.13995  0.462
H -1.46888 -2.61656 0.46472  0.426

Cartesian forces, eV/Å:
0.6899 1.7266 0.1487
-2.8147 0.1099 1.2371
0.0754 0.6386 -0.7610
2.0844 -1.7409 -0.2460
-0.3056 -0.3958 0.0605
-0.5717 -2.3560 0.6418
0.8423 2.0176 -1.0812

***

CH2BrNO | ωB97M-V/def2-TZVPD

Output
Structure (SMILES): NC(=O)Br
Charge: 0
Energy above the lowest of the compared OMol25 structures with the same formula, charge and spin: 29.9 kcal/mol
Molar mass: 123.94 g mol⁻¹
Orbital gap: 10.6 eV

Last column: natural (NBO) charge in e.
Element x y z (Å)
C -0.17043 -0.43916 0.30165  0.515
N -0.00859 0.73990 -0.37313  -0.794
O -0.51032 -0.48971 1.70867  -0.623
Br -0.07419 -2.06632 -0.67340  0.079
H 0.23351 1.52647 0.24488  0.421
H 0.53002 0.72882 -1.20868  0.402

Cartesian forces, eV/Å:
-2.3072 0.4479 8.2975
0.2883 -0.7430 1.8612
2.3306 0.4552 -9.2958
0.0216 0.6547 0.1929
-0.5100 -0.5840 -0.2907
0.1766 -0.2307 -0.7651

***

CH2BrNO4 | ωB97M-V/def2-TZVPD

Output
Charge: 0
Energy above the lowest of the compared OMol25 structures with the same formula, charge and spin: 67.6 kcal/mol
Molar mass: 171.93 g mol⁻¹
Orbital gap: 10.1 eV

Last column: natural (NBO) charge in e.
Element x y z (Å)
C -0.03128 -0.49087 0.22893  0.495
N -0.58808 0.18271 -0.96948  0.479
O -0.17983 -0.18147 -2.01287  -0.270
O -1.28075 1.15487 -0.72245  -0.390
O -0.53635 -0.03775 1.35843  -0.654
O 1.61480 0.30662 0.03011  -0.770
Br 0.25531 -2.41475 0.16088  0.144
H -0.92479 0.78509 1.00422  0.508
H 1.67096 0.69555 0.92224  0.457

Cartesian forces, eV/Å:
4.7582 0.0218 1.1880
0.3035 0.4486 0.2581
-0.1257 -0.4453 -1.4107
-0.3303 0.0412 0.0296
-0.0574 -0.4620 -0.8255
-3.5370 -1.7026 0.6057
-0.3262 1.5136 -0.1523
-0.7157 0.8087 0.6016
0.0306 -0.2240 -0.2945